Here is a 2-piece molecular cluster, C5H12N4OS overall at a distorted geometry from the Open Molecules 2025 dataset. Energies are from ωB97M-V/def2-TZVPD.

Last column: natural (NBO) charge in e.
Geometry (Å):
C (1.029, -2.117, -0.857)  0.4120
C (2.907, 1.111, -0.939)  -0.0370
C (2.247, 0.814, 1.384)  -0.4391
C (-3.155, 0.215, -0.580)  -0.4268
C (-1.802, -0.970, 1.106)  -0.4212
N (1.587, -3.113, -1.183)  -0.4627
N (0.432, -1.061, -0.540)  -0.9308
N (2.054, 1.014, -0.005)  -0.4353
N (-1.901, -0.274, -0.092)  -0.6584
O (-0.381, 1.295, -1.116)  -0.8989
S (-0.713, -0.324, -1.267)  1.5971
H (2.496, 1.285, -1.893)  0.1733
H (0.211, 1.541, -0.446)  0.5185
H (3.961, 0.954, -0.851)  0.1494
H (1.831, -0.113, 1.676)  0.2209
H (3.282, 0.867, 1.627)  0.1805
H (1.596, 1.486, 1.907)  0.2052
H (-3.693, 0.790, 0.203)  0.2179
H (-2.915, 0.996, -1.378)  0.2218
H (-3.757, -0.593, -1.081)  0.1935
H (-2.086, -2.110, 0.973)  0.1699
H (-0.774, -1.128, 1.525)  0.2396
H (-2.456, -0.564, 1.828)  0.2105

Values from the calculation:
* energy: -890.009551 hartree
* 2S+1: 1
* E_HOMO: -8.856 eV
* frontier orbital gap: 9.45 eV

Here is an isolated molecule of C17H20N4O4S at a distorted geometry from the Open Molecules 2025 dataset. Energies are from ωB97M-V/def2-TZVPD.

Last column: natural (NBO) charge in e.
Geometry (Å):
C (4.417, -0.356, 1.466)  -0.5917
C (3.254, 0.552, 1.872)  -0.2915
C (3.758, 1.873, 2.446)  -0.5918
C (2.366, 0.798, 0.704)  0.0676
N (2.035, 1.956, 0.264)  -0.2789
N (1.221, 1.940, -0.786)  -0.3026
C (0.910, 0.746, -1.160)  0.2046
N (0.101, 0.486, -2.236)  -0.6300
C (-0.282, -0.782, -2.560)  0.6925
O (0.078, -1.742, -1.914)  -0.5957
C (-1.141, -0.919, -3.803)  -0.4995
C (-2.148, 0.214, -4.027)  -0.5078
C (-2.750, 0.751, -2.730)  0.6760
O (-2.776, 1.938, -2.482)  -0.6247
N (-3.268, -0.190, -1.915)  -0.6125
C (-3.723, 0.139, -0.575)  -0.2442
C (-2.617, -0.053, 0.432)  -0.0418
C (-1.878, 1.034, 0.872)  -0.2078
C (-0.832, 0.891, 1.781)  -0.2787
C (-0.547, -0.383, 2.207)  0.2963
C (-1.275, -1.485, 1.755)  0.2368
C (-2.315, -1.346, 0.872)  -0.2653
O (-0.787, -2.623, 2.335)  -0.4764
C (0.308, -2.216, 3.123)  0.2380
O (0.422, -0.809, 3.078)  -0.5025
S (1.635, -0.524, -0.210)  0.3864
H (5.044, -0.567, 2.329)  0.2115
H (5.026, 0.131, 0.707)  0.2104
H (4.050, -1.298, 1.064)  0.2066
H (2.655, 0.036, 2.633)  0.2300
H (2.921, 2.501, 2.737)  0.2219
H (4.339, 2.408, 1.701)  0.2147
H (4.381, 1.686, 3.317)  0.2046
H (-0.265, 1.301, -2.709)  0.4389
H (-1.637, -1.889, -3.736)  0.2314
H (-0.460, -0.975, -4.657)  0.2494
H (-2.960, -0.145, -4.664)  0.2438
H (-1.684, 1.058, -4.538)  0.2328
H (-3.100, -1.164, -2.109)  0.3948
H (-4.036, 1.184, -0.600)  0.2411
H (-4.580, -0.497, -0.337)  0.2051
H (-2.112, 2.018, 0.497)  0.2318
H (-0.261, 1.739, 2.121)  0.2392
H (-2.874, -2.204, 0.538)  0.2209
H (0.154, -2.539, 4.164)  0.1620
H (1.233, -2.673, 2.732)  0.1545

Values from the calculation:
* energy: -1578.004868 hartree
* 2S+1: 1
* E_HOMO: -8.135 eV
* frontier orbital gap: 8.70 eV
* SMILES string: CC(C)c1nnc(NC(=O)CCC(=O)NCc2ccc3c(c2)OCO3)s1

Here is C45H35GaN3P2 as an isolated structure from the Open Molecules 2025 dataset. Energies are from ωB97M-V/def2-TZVPD.

Last column: natural (NBO) charge in e.
Geometry (Å):
Ga (-0.515, 0.680, 0.915)  1.4274
C (2.291, 1.557, 2.519)  -0.7311
P (1.557, -0.118, 2.383)  0.9474
C (2.831, -1.113, 1.535)  -0.3411
C (3.728, -0.539, 0.633)  -0.2154
C (4.621, -1.339, -0.076)  -0.2047
C (4.629, -2.715, 0.103)  -0.2252
C (3.725, -3.296, 0.985)  -0.2327
C (2.832, -2.502, 1.690)  -0.1402
C (1.519, -0.729, 4.096)  -0.3665
C (0.275, -0.663, 4.730)  -0.1262
C (0.154, -1.059, 6.058)  -0.2333
C (1.261, -1.533, 6.749)  -0.2080
C (2.501, -1.601, 6.120)  -0.2279
C (2.631, -1.199, 4.797)  -0.1931
C (2.039, 2.302, 1.233)  0.1105
C (2.781, 3.316, 0.668)  -0.3199
C (2.085, 3.731, -0.500)  -0.3188
C (0.950, 2.953, -0.585)  0.1076
C (-0.191, 3.084, -1.563)  -0.7425
P (-1.156, 1.526, -1.594)  0.9474
C (-2.784, 2.013, -2.259)  -0.3669
C (-3.920, 1.622, -1.551)  -0.1681
C (-5.187, 1.977, -2.004)  -0.2109
C (-5.322, 2.723, -3.166)  -0.2036
C (-4.192, 3.126, -3.873)  -0.2435
C (-2.929, 2.773, -3.421)  -0.1322
C (-0.393, 0.607, -2.975)  -0.3375
C (-1.143, -0.318, -3.704)  -0.1400
C (-0.544, -1.094, -4.688)  -0.2301
C (0.816, -0.965, -4.947)  -0.2227
C (1.572, -0.060, -4.215)  -0.2078
C (0.973, 0.718, -3.229)  -0.2164
N (0.930, 2.043, 0.453)  -0.6755
H (3.353, 1.521, 2.761)  0.2309
H (1.767, 2.034, 3.350)  0.2518
H (3.726, 0.534, 0.472)  0.2357
H (5.313, -0.878, -0.772)  0.2070
H (5.324, -3.335, -0.450)  0.2070
H (3.708, -4.373, 1.115)  0.2102
H (2.120, -2.965, 2.364)  0.2119
H (-0.580, -0.282, 4.168)  0.2699
H (-0.810, -1.002, 6.551)  0.2132
H (1.162, -1.849, 7.782)  0.2047
H (3.366, -1.967, 6.662)  0.2056
H (3.598, -1.250, 4.307)  0.2149
H (3.704, 3.721, 1.060)  0.2045
H (2.362, 4.527, -1.179)  0.2039
H (0.172, 3.344, -2.556)  0.2326
H (-0.884, 3.867, -1.248)  0.2482
H (-3.803, 1.076, -0.620)  0.2457
H (-6.063, 1.685, -1.438)  0.2176
H (-6.308, 3.006, -3.517)  0.2069
H (-4.300, 3.717, -4.776)  0.2065
H (-2.050, 3.080, -3.979)  0.2024
H (-2.203, -0.431, -3.498)  0.2118
H (-1.137, -1.812, -5.245)  0.2105
H (1.284, -1.577, -5.710)  0.2084
H (2.636, 0.033, -4.401)  0.2083
H (1.580, 1.398, -2.636)  0.2333
N (1.535, -7.643, -4.299)  -0.3488
C (1.269, -6.706, -3.688)  0.2964
C (0.937, -5.529, -2.918)  -0.2291
C (-0.183, -5.524, -2.089)  -0.1531
C (-0.498, -4.396, -1.355)  -0.1969
C (0.300, -3.248, -1.428)  -0.0553
C (1.423, -3.264, -2.264)  -0.2044
C (1.740, -4.391, -2.998)  -0.1062
C (-0.021, -2.068, -0.687)  -0.1619
C (-0.213, -1.031, -0.087)  -0.3753
H (-0.804, -6.409, -2.029)  0.2190
H (-1.370, -4.385, -0.715)  0.2273
H (2.039, -2.376, -2.324)  0.2354
H (2.609, -4.399, -3.643)  0.2117
N (-1.691, 0.885, 2.260)  -1.1852
C (-2.635, 1.830, 2.372)  0.1929
C (-3.584, 1.769, 3.444)  -0.2549
C (-4.593, 2.702, 3.599)  -0.2193
C (-4.744, 3.777, 2.716)  -0.3544
C (-3.830, 3.884, 1.669)  -0.1880
C (-2.812, 2.957, 1.504)  -0.3418
H (-3.491, 0.940, 4.139)  0.1875
H (-5.286, 2.596, 4.429)  0.1858
H (-5.538, 4.503, 2.843)  0.1889
H (-3.911, 4.713, 0.971)  0.1879
H (-2.103, 3.081, 0.693)  0.1801

Values from the calculation:
* energy: -4507.606472 hartree
* 2S+1: 1
* E_HOMO: -3.140 eV
* frontier orbital gap: 5.39 eV
* total charge: -1